Record 1
Here is a molecular structure, C4H5KO3 in a non-equilibrium geometry from OMol25. Energies are from the ωB97M-V functional and the def2-TZVPD basis.

Calculated values
Orbital gap (alpha / beta) in eV: 6.77 / 6.06
Lowest unoccupied orbital energy (alpha / beta) in hartree: -0.39605 / -0.40679
Net charge: +2
Energy above the lowest of the compared OMol25 structures with the same formula, charge and spin in kcal per mole: 107.7
Strongest force on any atom in eV Å⁻¹: 4.165
E_HOMO (alpha / beta) in eV: -17.54 / -17.13

Structure (XYZ):
```
13
Properties=species:S:1:pos:R:3:mulliken_charge:R:1
C 0.7055 1.8546 -0.7178 -0.06
H -3.6635 0.7989 -3.0073 0.36
C -1.1345 0.6404 -1.4014 0.48
H -0.0402 -1.0031 -0.3045 0.52
O 0.3508 -0.2611 0.6559 -0.32
C -0.5521 1.7666 -1.0849 0.12
C -2.0259 0.0014 -2.3614 -0.43
H -2.6637 -0.6868 -1.7700 0.41
O -2.7185 0.9713 -3.0669 -0.43
K 1.1345 -1.4743 3.4789 0.99
H 1.6376 2.1763 -1.1829 0.34
O 0.6276 0.0437 -0.6764 -0.31
H -1.3922 -0.6458 -3.0030 0.31
```


Record 2
Here is a molecular structure, C4H5LaO2 in a non-equilibrium geometry from OMol25. Energies are from the ωB97M-V functional and the def2-TZVPD basis.

Calculated values
Orbital gap (alpha / beta) in eV: 3.42 / 3.64
Lowest unoccupied orbital energy (alpha / beta) in hartree: -0.07361 / -0.07405
Energy above the lowest of the compared OMol25 structures with the same formula, charge and spin in kcal per mole: 12.0
Strongest force on any atom in eV Å⁻¹: 2.806
E_HOMO (alpha / beta) in eV: -5.43 / -5.65

Structure (XYZ):
```
12
Properties=species:S:1:pos:R:3:mulliken_charge:R:1
H 1.9978 2.0761 0.7985 0.24
H -0.2217 1.7176 0.5674 0.22
H -2.1940 0.6397 0.0296 0.30
H 0.3193 -1.1714 -0.4125 0.23
C 0.3901 0.8487 0.2917 -0.05
C 1.8443 1.0505 0.3690 -0.48
O 2.6403 0.6660 -0.6418 -0.74
C -1.6731 -0.3110 -0.2022 0.04
O -2.3732 -1.3062 -0.4700 -0.45
C -0.2506 -0.2760 -0.1526 -0.18
La -2.7691 -4.0588 -1.1521 0.66
H 2.2899 0.1248 0.9752 0.20
```


Record 3
Here is a molecular structure, C4H5LaO5 in a non-equilibrium geometry from OMol25. Energies are from the ωB97M-V functional and the def2-TZVPD basis.

Calculated values
Orbital gap (alpha / beta) in eV: 3.57 / 10.54
Lowest unoccupied orbital energy (alpha / beta) in hartree: -0.19819 / -0.12196
⟨S²⟩: 1.76
Net charge: +1
Energy above the lowest of the compared OMol25 structures with the same formula, charge and spin in kcal per mole: 124.7
Strongest force on any atom in eV Å⁻¹: 7.018
Multiplicity: 2
E_HOMO (alpha / beta) in eV: -8.96 / -13.86

Structure (XYZ):
```
15
Properties=species:S:1:pos:R:3:mulliken_spin:R:1
O 1.6022 -1.4064 0.2890 -0.01
H -0.2044 0.9150 -0.6643 0.00
H -0.3858 -1.7977 0.5536 0.00
La 5.4403 1.5412 -0.0260 2.09
O 1.7917 0.7859 0.1957 -0.02
H -0.0595 0.5300 1.3287 0.00
C 0.2312 -1.1371 -0.0621 0.00
C 2.3832 -0.3580 0.1534 -0.02
O -4.2963 0.4159 -0.0192 -0.12
O 3.5449 -0.4903 -0.2545 -0.04
C -3.0595 0.9235 -0.3333 -0.58
H 0.1070 -1.3465 -1.1299 0.00
C 0.0021 0.3464 0.2499 0.00
O -2.2093 0.4591 0.4713 -0.32
H -4.8876 0.6188 -0.7523 0.03
```


Record 4
Here is a molecular structure, C4H5LiO2Sc in a non-equilibrium geometry from OMol25. Energies are from the ωB97M-V functional and the def2-TZVPD basis.

Calculated values
Orbital gap (alpha / beta) in eV: 6.16 / 6.05
Lowest unoccupied orbital energy (alpha / beta) in hartree: -0.15674 / -0.16721
Net charge: +1
Energy above the lowest of the compared OMol25 structures with the same formula, charge and spin in kcal per mole: 84.7
Strongest force on any atom in eV Å⁻¹: 5.736
E_HOMO (alpha / beta) in eV: -10.43 / -10.60

Structure (XYZ):
```
13
Properties=species:S:1:pos:R:3:mulliken_charge:R:1
C 0.5192 -1.0304 0.2566 -0.46
C -1.4523 0.4583 -0.6171 -0.34
Li -3.1154 1.5293 1.6741 0.89
C -0.7657 -0.8092 -0.2458 -0.11
H -0.4074 0.3767 -1.3507 0.07
H -1.5038 -1.5120 0.1651 0.39
H -1.9833 0.4807 -1.5976 0.22
C 1.5345 -0.0510 0.3849 0.23
O -2.1996 1.0147 0.3099 -0.84
H 1.2304 0.9871 0.6183 0.36
H 0.8163 -2.0617 0.4679 0.35
Sc 4.5756 0.9146 -0.2860 0.70
O 2.7517 -0.2972 0.2204 -0.46
```